Version P
Computed, not measured: a cluster of 3 separate species, C2H10N2O3 in total, with ωB97M-V/def2-TZVPD.

Last column: Mulliken charge in e.
CARTESIAN COORDINATES (ANGSTROEM)
O  0.7738  1.8034  2.1228  -0.5834
O  -2.2032  -0.4968  -2.3857  -0.6161
O  -0.7174  -1.8475  0.9286  -0.6448
N  1.6669  -0.3571  0.3522  -0.6093
N  -0.2681  0.8927  0.3948  -0.1130
C  -0.2685  1.3759  1.6419  0.0857
C  0.9598  0.8334  -0.3131  -0.3683
H  2.3163  0.0194  1.0152  0.2108
H  2.1893  -0.8712  -0.3366  0.2129
H  0.7064  0.5714  -1.4388  0.2317
H  -1.8750  0.2112  -2.9782  0.3136
H  0.2617  -1.7822  0.9647  0.3493
H  -0.8885  -2.7951  1.0484  0.3020
H  1.6377  1.6814  -0.3626  0.3010
H  -1.8946  -1.2460  -2.8433  0.3020
H  -1.2866  1.7040  2.0283  0.3128
H  -1.1098  0.3032  0.1615  0.3131

Properties
E_HOMO: -9.49 eV
Multiplicity: 1
Total charge: 0
Lowest unoccupied orbital energy: 0.5 eV
HOMO-LUMO gap: 0.368 hartree
Structure (SMILES): NCNC=O.O.O

=====

Version Q
Computed, not measured: a cluster of 3 separate species, C2H10N2O3 in total, with ωB97M-V/def2-TZVPD.

Last column: Mulliken charge in e.
CARTESIAN COORDINATES (ANGSTROEM)
O  -2.9616  1.9432  -0.7109  -0.6956
O  1.3631  -2.9250  0.6979  -0.6467
O  -0.7619  0.9462  -1.7570  -0.7793
N  0.8635  0.1794  1.3195  -0.5171
N  0.6585  -0.6521  -1.2285  -0.2818
C  0.1079  0.5311  -0.9585  0.4464
C  0.2016  1.2235  0.4318  -0.2429
H  0.9366  -3.0653  1.5579  0.2977
H  1.5685  -3.8585  0.5275  0.2996
H  0.3729  -1.0245  -2.1203  0.2553
H  -0.8581  1.3662  0.5636  0.2490
H  -2.6462  2.8480  -0.7317  0.2966
H  0.8139  2.0934  0.3386  0.3092
H  -2.2601  1.3815  -1.1153  0.3853
H  0.9677  -1.2784  -0.4902  0.2337
H  1.5174  0.6403  1.9316  0.1940
H  0.1165  -0.3490  1.7442  0.1966

Properties
E_HOMO: -9.34 eV
Multiplicity: 1
Total charge: 0
Lowest unoccupied orbital energy: 0.3 eV
HOMO-LUMO gap: 0.355 hartree
Structure (SMILES): NCC(N)=O.O.O

=====

Version R
Computed, not measured: a cluster of 3 separate species, C2H10N2O3 in total, with ωB97M-V/def2-TZVPD.

Last column: Mulliken charge in e.
CARTESIAN COORDINATES (ANGSTROEM)
O  -1.3095  -0.8496  -1.3931  -0.6699
O  1.1652  -0.5603  0.1942  -0.6819
O  -1.8024  -3.1533  0.1383  -0.6641
N  0.3748  1.5209  0.2392  -0.2218
N  2.3293  1.1586  -0.9457  -0.4949
C  -0.5207  1.1076  1.2997  -0.6891
C  1.2701  0.6025  -0.1911  0.5759
H  -0.5099  -0.9983  -0.7951  0.3098
H  -0.0669  0.3414  1.8468  0.3188
H  -2.0872  -2.2121  0.1512  0.3527
H  -1.3309  -1.6921  -1.7884  0.3367
H  3.1522  0.5584  -0.9966  0.2698
H  -1.0009  -2.9261  0.6593  0.3200
H  -0.7332  2.0556  1.9152  0.2873
H  2.4618  2.1478  -0.8109  0.2207
H  0.1813  2.2776  -0.4242  0.2489
H  -1.5729  0.6214  0.9011  0.1811

Properties
E_HOMO: -9.91 eV
Multiplicity: 1
Total charge: 0
Lowest unoccupied orbital energy: 0.6 eV
HOMO-LUMO gap: 0.388 hartree
Structure (SMILES): CNC(N)=O.O.O

=====

Energy ordering: version R at the bottom, the next structure 5.1 kcal/mol above.

=====

Version P
Computed, not measured: the molecule C6H9N3OS, with ωB97M-V/def2-TZVPD.

Last column: Mulliken charge in e.
CARTESIAN COORDINATES (ANGSTROEM)
S  -2.8944  -0.2632  0.4428  0.4174
O  -4.1296  0.0169  -0.2549  -0.5448
N  -0.6041  -1.4035  -0.0929  0.6443
N  1.6524  -0.9174  -0.1644  0.4560
N  0.5207  -1.8201  -0.1022  -1.1631
C  1.6328  0.3487  -0.2973  -0.7357
C  2.7806  -1.7232  0.1402  -0.8879
C  -1.8837  1.3341  0.2186  -0.6044
C  0.3731  1.1163  -0.6441  -0.2968
C  -1.6938  -1.2004  -0.4763  0.1413
C  -0.4307  1.3737  0.6589  -0.9946
H  0.5130  2.1618  -0.9193  0.4365
H  -2.0816  1.4861  -0.9507  0.3295
H  0.0453  0.4786  -1.4962  0.4155
H  2.7264  -2.0062  1.1087  0.3848
H  3.7786  -1.0984  0.2319  0.3467
H  -0.2697  2.2895  1.0047  0.5439
H  -0.3371  0.5762  1.3665  0.4458
H  -2.6550  1.9218  0.7597  0.4095
H  2.9567  -2.6712  -0.5338  0.2561

Properties
E_HOMO: -7.78 eV
Multiplicity: 1
Total charge: 0
Lowest unoccupied orbital energy: -0.4 eV
HOMO-LUMO gap: 0.272 hartree

=====

Version Q
Computed, not measured: a cluster of 2 separate species, C6H9N3OS in total, with ωB97M-V/def2-TZVPD.

Last column: Mulliken charge in e.
CARTESIAN COORDINATES (ANGSTROEM)
S  -4.1190  -0.3446  0.1408  -0.3543
O  -2.4667  1.5882  0.9491  -0.3899
N  0.3920  -0.3222  0.4647  -0.3001
N  0.7059  2.0985  0.6932  -0.3769
N  -1.1395  -0.2300  -1.1660  -0.5113
C  -1.1912  -2.1852  0.2871  -0.9501
C  1.0967  0.9735  -1.4621  -1.0725
C  0.5210  1.0033  -0.1001  0.6017
C  -3.0927  0.6760  0.6125  0.7345
C  -0.4550  1.0182  -1.2662  -0.3375
C  -0.6839  -0.9077  -0.1925  0.2491
H  1.5962  0.1299  -1.7859  0.3060
H  1.6948  1.9406  -1.7953  0.2722
H  -0.9192  1.8408  -1.7206  0.4285
H  -0.2013  2.5368  0.9959  0.2664
H  1.5739  2.1771  1.2442  0.2260
H  -0.7851  -3.0233  -0.3546  0.2532
H  -2.2189  -2.1997  0.1677  0.2348
H  -1.2070  -2.4206  1.3597  0.3741
H  0.3825  -0.5402  1.5390  0.3460

Properties
E_HOMO: -8.55 eV
Multiplicity: 1
Total charge: 0
Lowest unoccupied orbital energy: 0.7 eV
HOMO-LUMO gap: 0.338 hartree
Structure (SMILES): CC1=N[C@@H]2C[C@]2(N)N1.O=C=S

=====

Energy ordering: version Q at the bottom, the next structure 172.2 kcal/mol above.

=====

Version P
Computed, not measured: the molecule CH5BrN2, with ωB97M-V/def2-TZVPD.

Last column: Mulliken charge in e.
CARTESIAN COORDINATES (ANGSTROEM)
Br  1.0186  0.4200  -2.0895  -0.1729
N  -0.9702  0.9772  0.1516  -0.3466
N  0.2898  0.5849  -0.1722  -0.1473
C  0.6024  -0.8617  0.4230  -0.6847
H  1.6598  -1.0758  0.1578  0.2864
H  -1.1256  1.8887  -0.0487  0.2180
H  0.5046  -0.6963  1.4188  0.3689
H  -0.2293  -1.6541  0.2607  0.2598
H  -1.7501  0.4170  -0.1015  0.2185

Properties
E_HOMO: -8.88 eV
Multiplicity: 1
Total charge: 0
Lowest unoccupied orbital energy: 0.2 eV
HOMO-LUMO gap: 0.333 hartree
Structure (SMILES): CN(N)Br

=====

Version Q
Computed, not measured: a cluster of 2 separate species, CH5BrN2 in total, with ωB97M-V/def2-TZVPD.

Last column: Mulliken charge in e.
CARTESIAN COORDINATES (ANGSTROEM)
Br  3.5790  3.2891  1.2697  -0.0904
N  0.2474  -0.7725  -0.3395  -0.3592
N  0.5107  0.4435  -0.1538  -0.1300
C  -1.0714  -1.1332  -0.2471  -0.5591
H  -0.1905  0.9886  0.2910  0.2040
H  1.4184  0.7723  0.0118  0.2314
H  -1.5607  -0.9097  -1.2149  0.2463
H  -1.2767  -2.2239  -0.1275  0.2527
H  -1.6563  -0.4541  0.5104  0.2045

Properties
E_HOMO (alpha / beta): -10.02 / -6.86 eV
Multiplicity: 1
Total charge: 0
Lowest unoccupied orbital energy (alpha / beta): 0.9 / -3.9 eV
HOMO-LUMO gap (alpha / beta): 0.403 / 0.109 hartree

=====

Energy ordering: version P at the bottom, the next structure 26.4 kcal/mol above.

=====

Version P
Computed, not measured: a cluster of 2 separate species, H3N2O2P in total, with ωB97M-V/def2-TZVPD.

Last column: Mulliken charge in e.
CARTESIAN COORDINATES (ANGSTROEM)
P  0.0686  1.0936  0.1492  0.1083
O  -2.5088  0.2735  -0.1334  -0.5514
O  -1.0447  -1.2780  0.0355  -0.5772
N  1.0974  -0.0147  0.8271  -0.3266
N  -1.4054  -0.1383  -0.0657  0.8671
H  1.0976  -0.8784  0.4070  0.2625
H  1.9095  0.1902  1.3596  0.2454
H  0.7857  0.7521  -2.5793  -0.0282

Properties
E_HOMO (alpha / beta): -10.24 / -8.48 eV
Multiplicity: 1
Total charge: 0
Lowest unoccupied orbital energy (alpha / beta): -1.2 / -0.8 eV
HOMO-LUMO gap (alpha / beta): 0.332 / 0.283 hartree

=====

Version Q
Computed, not measured: a cluster of 2 separate species, H3N2O2P in total, with ωB97M-V/def2-TZVPD.

Last column: Mulliken charge in e.
CARTESIAN COORDINATES (ANGSTROEM)
P  -0.1063  1.1090  -0.1404  0.0907
O  1.0487  -1.2783  -0.2267  -0.6110
O  2.4433  0.2659  0.3464  -0.5465
N  1.3519  -0.1298  0.0331  0.8701
N  -1.2591  -0.0230  -0.5202  -0.3913
H  -2.1845  0.3060  -0.8610  0.2494
H  -0.4905  0.7691  1.8599  -0.0060
H  -0.8035  -1.0189  -0.4912  0.3446

Properties
E_HOMO: -9.12 eV
Multiplicity: 1
Total charge: 0
Lowest unoccupied orbital energy: -0.7 eV
HOMO-LUMO gap: 0.310 hartree

=====

Energy ordering: version Q at the bottom, the next structure 28.7 kcal/mol above.

=====

Version P
Computed, not measured: a cluster of 2 separate species, H3N2O2P in total, with ωB97M-V/def2-TZVPD.

Last column: Mulliken charge in e.
CARTESIAN COORDINATES (ANGSTROEM)
P  0.2004  -0.6668  0.7664  0.1418
O  0.5033  1.1227  -1.2482  -0.5753
O  2.2853  0.1978  -0.4432  -0.5422
N  1.0997  0.3609  -0.5274  0.8418
N  -1.2539  0.1366  0.6514  -0.4100
H  -1.8715  -0.0118  1.5203  0.2853
H  -1.2272  0.9595  0.1870  0.2789
H  0.2638  -2.0989  -0.9064  -0.0203

Properties
E_HOMO (alpha / beta): -9.15 / -9.15 eV
Multiplicity: 1
Total charge: 0
Lowest unoccupied orbital energy (alpha / beta): -0.8 / -0.8 eV
HOMO-LUMO gap (alpha / beta): 0.306 / 0.306 hartree

=====

Version Q
Computed, not measured: the molecule H3N2O2P, with ωB97M-V/def2-TZVPD.

Last column: Mulliken charge in e.
CARTESIAN COORDINATES (ANGSTROEM)
P  -2.0450  -0.3975  -0.2536  0.4398
O  -2.9638  0.6938  -0.1208  -0.4036
O  -0.7507  0.1710  0.5813  -0.2454
N  1.3847  -0.0615  -0.4633  -0.3801
N  0.5570  -0.6694  0.4206  -0.1620
H  1.1134  -0.5984  1.2556  0.2654
H  0.8871  0.1361  -1.3281  0.2545
H  1.8174  0.7258  -0.0915  0.2315

Properties
E_HOMO: -9.83 eV
Multiplicity: 1
Total charge: 0
Lowest unoccupied orbital energy: 0.0 eV
HOMO-LUMO gap: 0.362 hartree
Structure (SMILES): NNOP=O

=====

Energy ordering: version Q at the bottom, the next structure 78.2 kcal/mol above.

=====

Version P
Computed, not measured: a structure of composition C5H5NO, with ωB97M-V/def2-TZVPD.

Last column: Mulliken charge in e.
CARTESIAN COORDINATES (ANGSTROEM)
O  0.2718  0.6338  1.4968  -0.4392
N  -0.4542  -0.4234  -1.3274  -0.6545
C  0.2608  0.8143  -0.6869  -0.2517
C  1.0835  0.1249  0.4219  -0.3174
C  0.3352  -1.0608  -0.2432  -0.3351
C  -1.0640  -0.6264  0.0081  -0.1317
C  -0.7404  0.7924  0.5095  -0.0741
H  2.1409  0.0409  0.6972  0.4801
H  -1.4929  1.5507  0.7052  0.4477
H  0.8352  -1.9815  -0.4552  0.4311
H  -1.8381  -1.3139  0.3360  0.3898
H  0.6801  1.4545  -1.4500  0.4550

Properties
E_HOMO: -9.14 eV
Multiplicity: 1
Total charge: 0
Lowest unoccupied orbital energy: 1.1 eV
HOMO-LUMO gap: 0.377 hartree

=====

Version Q
Computed, not measured: the molecule C5H5NO, with ωB97M-V/def2-TZVPD.

Last column: Mulliken charge in e.
CARTESIAN COORDINATES (ANGSTROEM)
O  1.5871  0.6020  -0.6605  -0.3650
N  0.6870  -1.4358  0.2668  -0.5411
C  -1.3509  -0.2976  -0.4955  -0.6550
C  1.3900  -0.3346  0.3653  0.1108
C  -0.5045  -1.4199  -0.2295  -0.0969
C  0.5465  1.0456  0.1765  -0.0644
C  -0.8709  0.9404  -0.1597  -0.2449
H  -0.8111  -2.4637  -0.2102  0.3881
H  2.2658  -0.1629  0.9766  0.3890
H  0.9237  1.9487  0.7019  0.3674
H  -2.3313  -0.3331  -0.7444  0.4440
H  -1.5315  1.9110  0.0127  0.2679

Properties
E_HOMO: -9.37 eV
Multiplicity: 1
Total charge: 0
Lowest unoccupied orbital energy: 0.3 eV
HOMO-LUMO gap: 0.354 hartree
Structure (SMILES): C1=C[C@@H]2O[C@@H]2N=C1

=====

Version R
Computed, not measured: the molecule C5H5NO, with ωB97M-V/def2-TZVPD.

Last column: Mulliken charge in e.
CARTESIAN COORDINATES (ANGSTROEM)
O  1.3099  -2.1198  0.6071  -0.5241
N  -1.8712  1.8722  1.3438  -0.4073
C  -1.1886  1.3320  0.5812  -0.0232
C  -0.6037  -0.8991  -0.4643  -0.6838
C  -0.3210  0.6317  -0.3624  0.3103
C  1.1106  0.3469  0.1866  -0.6841
C  0.7521  -1.1408  0.2026  0.4148
H  -1.4710  -1.2734  0.0856  0.3352
H  1.3564  0.7817  1.1587  0.3354
H  -0.6431  -1.2701  -1.4931  0.2584
H  1.9077  0.5827  -0.5252  0.2581
H  -0.3381  1.1558  -1.3205  0.4104

Properties
E_HOMO: -10.24 eV
Multiplicity: 1
Total charge: 0
Lowest unoccupied orbital energy: 0.5 eV
HOMO-LUMO gap: 0.394 hartree
Structure (SMILES): N#CC1CC(=O)C1

=====

Energy ordering: version R at the bottom, the next structure 42.5 kcal/mol above.